[1]
27
Properties=species:S:1:pos:R:3:forces:R:3:lowdin_charge:R:1 method="wB97M-V/def2-TZVPD" lumo_energy_ev=0.7 orbital_gap_ev=10.2 charge=0 smiles="CCN(CC)C(C)=O.O.O"
O -0.4595 -1.1189 2.7314 0.356 0.042 -0.282 -0.0539
O -0.3287 -2.5598 -0.1368 0.095 0.040 0.010 0.0261
O 1.0218 1.2550 3.3770 0.044 0.320 -0.556 -0.0771
N -0.2010 -0.4156 -0.7602 0.555 0.173 -0.554 -0.0556
C -2.3238 0.9398 -0.9888 0.766 -0.137 -0.127 -0.0690
C 0.2951 -1.6778 -0.7252 -0.443 -0.320 0.490 -0.4962
C 0.5631 0.7119 -1.2148 0.355 0.975 -1.433 -0.2312
C -1.5740 -0.2208 -0.3422 -1.050 -0.360 0.170 -0.1998
C 1.6019 -2.0292 -1.3685 0.987 0.010 -0.317 0.0036
C 0.8314 1.7565 -0.1568 0.743 0.288 0.494 -0.0717
H 0.6631 0.6359 2.7200 -0.194 -0.061 0.390 -0.0120
H 1.5639 -3.0613 -1.6959 -0.283 -0.161 0.043 0.0859
H 0.1191 1.2026 -2.0951 -0.718 -0.053 0.391 0.1214
H 1.3415 2.6481 -0.5307 -0.370 -0.015 -0.448 0.0845
H -2.5066 0.7501 -2.0386 -0.188 -0.114 -0.253 0.0778
H -1.7697 1.8701 -0.9485 -0.022 0.248 0.187 0.0545
H 1.5386 1.4194 0.5933 0.001 -0.519 0.274 0.0661
H 0.9592 2.1106 2.9284 0.084 -0.190 0.298 0.0279
H 2.4176 -2.0004 -0.6381 -0.191 0.147 0.095 0.0972
H 1.9381 -1.4373 -2.2220 -0.305 0.076 0.121 0.0716
H -2.0933 -1.1407 -0.6029 -0.054 -0.088 -0.032 0.1214
H 0.2372 -1.4407 3.3152 -0.125 -0.022 0.077 0.0553
H -3.2596 1.0700 -0.4674 -0.311 0.040 0.044 0.0785
H -0.0671 2.0642 0.3653 -0.214 0.073 0.001 0.0681
H 1.4738 0.4083 -1.7228 0.335 -0.391 0.697 0.1024
H -1.6930 -0.1785 0.7387 0.367 0.248 0.223 0.1087
H -0.2892 -1.5618 1.8860 -0.222 -0.249 -0.003 0.0154



[2]
58
Properties=species:S:1:pos:R:3:forces:R:3:lowdin_charge:R:1 method="wB97M-V/def2-TZVPD" lumo_energy_ev=-0.4 orbital_gap_ev=6.7 charge=0
S -0.7270 -2.5577 -3.0272 -0.369 -0.131 -0.092 0.6447
S -1.6936 5.1361 0.5022 0.189 -1.221 0.839 1.0062
S 1.2647 -1.8074 -0.9939 0.810 -2.229 -0.766 1.0708
S 2.0122 -3.8899 -3.1845 -0.443 0.140 0.047 0.6879
F 0.0609 -3.5618 0.6060 1.153 0.288 -0.119 0.0844
F 1.7199 -2.3819 1.4730 -0.355 -0.645 -0.842 0.0737
F 2.1400 -4.1033 0.1542 -0.899 1.104 0.128 0.0975
O -1.3149 -3.8233 -3.3939 0.331 0.756 -0.081 -0.3045
O 3.3042 -3.4830 -2.7119 -0.841 0.040 -0.117 -0.2891
O 1.6043 -3.7299 -4.5495 0.161 -0.100 0.645 -0.2651
O 3.6613 6.8585 5.6217 -0.458 0.408 -1.953 0.0242
O -0.5273 -1.5097 -3.9921 -0.009 -0.568 0.618 -0.2682
O 4.2422 7.6911 3.6698 -1.335 -0.916 1.207 0.0220
N 3.4197 7.1089 4.4169 1.919 0.816 0.885 -0.3409
N 0.7760 -2.9368 -2.2584 0.667 0.529 0.628 -0.5708
C -1.1085 3.7475 -0.5283 -0.597 0.263 -0.437 -0.2559
C -3.0758 -0.9000 0.5104 0.054 -0.220 -0.129 -0.0606
C 1.4836 -8.2960 -2.0300 0.106 0.268 -0.028 -0.0665
C -2.0937 -0.1177 -0.1050 -0.110 -0.019 -0.252 -0.0667
C -3.3941 -2.1613 -0.0058 -0.059 0.242 0.032 -0.0605
C 1.7603 -5.6015 -2.6804 0.101 -0.053 0.007 -0.2704
C -0.0504 5.4554 2.6444 0.697 0.677 0.309 -0.3113
C -1.6720 -1.9042 -1.6610 -0.493 0.425 -0.247 -0.3204
C 0.8115 6.3364 1.8982 -0.195 -0.252 0.616 -0.0651
C 1.3020 -3.0551 0.3654 -0.218 0.000 0.427 -0.7811
C 1.2593 5.9701 4.6567 0.451 0.032 -0.254 -0.0061
C 1.9116 6.9137 2.4923 0.252 0.009 0.583 -0.0063
C 2.8827 -6.3288 -2.2763 -0.038 0.119 0.122 -0.0575
C 0.1765 5.3521 4.0662 0.052 0.252 -0.814 -0.0423
C -3.4781 4.7447 0.6871 0.405 0.201 -0.365 -0.2406
C 2.1736 6.7028 3.8668 -1.004 -0.614 -0.620 -0.1855
C -1.0494 4.6785 2.0173 -0.608 0.665 0.261 -0.4053
C 0.5173 -6.2140 -2.8013 -0.229 -0.067 0.071 -0.0480
C 0.3734 -7.5594 -2.4549 0.352 0.107 -0.008 -0.0583
C -2.6974 -2.6680 -1.1044 0.489 -0.055 0.207 -0.0454
C 2.7392 -7.6806 -1.9533 -0.220 0.118 -0.114 -0.0640
C -1.4426 -0.5884 -1.2412 -0.139 -0.178 0.206 -0.1232
H -3.6009 3.9175 1.3928 0.101 0.152 -0.225 0.0557
H -3.8780 4.4987 -0.3027 0.017 0.024 0.256 0.0533
H -2.9089 -3.6566 -1.5077 0.068 0.218 0.134 0.1193
H -0.3410 -5.6443 -3.1444 0.190 -0.119 0.055 0.0879
H -0.0670 3.9791 -0.7751 -0.254 -0.059 0.095 0.0616
H -1.7238 3.7123 -1.4316 0.226 -0.179 -0.087 0.0515
H -1.6719 4.0103 2.6012 0.036 -0.026 -0.112 0.0633
H 3.8485 -5.8291 -2.2088 -0.247 -0.177 0.012 0.1166
H -3.9583 5.6534 1.0689 0.181 -0.282 -0.062 0.0587
H -4.1858 -2.7586 0.4512 0.259 0.219 -0.155 0.1122
H 0.6180 6.5330 0.8406 0.111 -0.186 0.285 0.0876
H 1.4636 5.8737 5.7237 -0.106 -0.006 -0.342 0.1175
H 2.6244 7.5126 1.9240 -0.287 -0.187 0.141 0.1180
H -1.1686 2.8185 0.0486 -0.023 0.385 -0.100 0.0315
H -0.6062 -8.0301 -2.5301 0.255 0.124 0.016 0.1104
H -0.5325 4.7798 4.6658 0.254 0.111 -0.141 0.1071
H -3.6066 -0.5133 1.3829 0.186 -0.186 -0.242 0.1099
H 3.6162 -8.2489 -1.6458 -0.246 0.136 -0.050 0.1094
H -1.8249 0.8635 0.2922 -0.258 -0.347 -0.132 0.0845
H -0.7412 0.0415 -1.7835 -0.079 -0.169 0.171 0.1030
H 1.3733 -9.3485 -1.7575 0.047 0.362 -0.115 0.1092



[3]
7
Properties=species:S:1:pos:R:3:forces:R:3:lowdin_charge:R:1 method="wB97M-V/def2-TZVPD" lumo_energy_ev="-3.2 / -2.8" orbital_gap_ev="7.3 / 7.1" charge=0
S -2.3210 0.4996 -2.0586 -1.118 -1.052 -1.594 0.2250
P 0.3660 -1.0543 0.8041 -0.935 -0.357 1.363 0.9186
N 0.6879 0.6140 3.1849 0.132 0.851 1.240 0.0978
N 2.2191 0.3168 -0.8934 -1.265 -0.975 1.361 0.1209
C 0.6176 0.0308 2.2065 -0.386 -1.264 -1.349 -0.5376
C 1.4906 -0.2153 -0.1397 2.416 1.750 -2.646 -0.6030
H -3.0601 -0.1915 -3.1037 1.156 1.048 1.624 -0.2218



[4]
74
Properties=species:S:1:pos:R:3:forces:R:3:lowdin_charge:R:1 method="wB97M-V/def2-TZVPD" lumo_energy_ev=0.3 orbital_gap_ev=9.0 charge=0 smiles="NC(N)=O.CCO.CCO.CCO.CCO.CCO.CCO.CO.CO"
O -2.5651 2.3751 -4.6437 0.829 0.341 -1.246 -0.0706
O 2.7069 0.9681 -1.9767 -0.390 -0.522 -1.146 -0.0950
O 1.6069 -2.9629 -1.2887 2.358 -0.882 0.436 -0.0556
O -1.4601 -2.4929 3.3333 -0.579 0.230 -0.586 -0.0985
O 0.3249 0.5951 -0.6147 -0.003 0.645 -0.589 -0.1198
O -2.4191 0.5091 -0.4247 -0.484 0.161 0.083 -0.1692
O -0.6921 -1.8359 -2.3097 -2.665 3.527 -4.558 -0.1259
O 3.6719 -2.5639 3.5433 -0.061 -1.851 0.968 -0.0863
O -2.9241 0.0531 2.2383 0.206 -1.432 -0.636 -0.1183
N -1.9801 -0.0289 -3.0357 -2.572 2.955 -1.037 0.1912
N -0.6011 -1.0339 -4.4987 0.789 0.059 -2.591 0.1633
C -3.5741 1.3121 -0.4767 0.205 1.572 -1.083 -0.1347
C 3.4139 0.5841 -4.2637 0.454 -1.988 0.392 -0.0916
C 3.0769 -0.2579 4.3463 -2.150 -1.577 0.202 -0.0691
C 0.4029 1.3571 0.5923 0.252 -0.485 -0.415 -0.2614
C 3.4989 -1.2149 3.2693 2.846 1.047 -1.886 -0.3652
C -0.9281 2.9231 -2.9587 -0.849 -0.644 -0.318 -0.0654
C 0.3429 0.3711 1.7433 -1.806 -0.507 -0.340 -0.0768
C -2.6091 2.2191 2.9523 -0.939 0.795 1.888 -0.0632
C 1.9679 -3.7529 0.8703 -1.007 -0.105 -0.474 -0.0774
C -1.1651 -0.9749 -3.3067 4.594 -5.512 5.488 -0.5793
C -0.2501 -2.2169 3.9683 1.291 0.896 0.882 -0.1731
C -2.8061 0.7781 3.4313 0.149 0.926 -0.559 -0.2839
C -1.9111 3.4641 -4.0357 1.585 0.409 1.692 -0.2705
C 1.3759 -2.6279 0.0393 1.486 -0.234 0.440 -0.3303
C 2.3499 0.2911 -3.2117 0.045 0.900 -0.137 -0.3065
H -0.4391 2.0291 -3.3037 0.126 -0.465 -0.298 0.0427
H -0.2991 -1.3799 4.7193 -0.241 -0.838 -0.372 0.0892
H -0.5781 0.5651 -1.0097 0.818 0.070 0.855 0.0602
H 3.1929 0.7511 3.9853 0.496 0.321 0.248 0.0790
H -0.3461 2.1791 0.6163 -0.040 -0.798 0.207 0.1106
H 4.5239 -0.8769 2.9493 -0.731 0.249 0.034 0.1270
H 0.8269 -2.8099 -1.7357 -2.781 0.797 -2.048 -0.0194
H -1.4291 4.0871 -4.7967 0.079 -0.522 -0.031 0.1168
H -2.1131 0.7361 -3.7067 0.165 -0.690 0.236 0.0799
H -2.0441 0.3101 4.1073 -0.296 0.828 -0.575 0.1206
H -2.0321 -3.0069 3.8953 -0.112 -0.309 0.369 0.0842
H -1.4411 2.6471 -2.0177 0.027 0.189 -0.466 0.0681
H -4.3651 0.8901 0.1103 -0.637 -0.355 0.037 0.0775
H -0.7531 -0.3439 -5.2577 0.007 -0.815 1.081 0.1340
H 1.3509 1.9041 0.6343 0.169 -0.205 -0.369 0.1165
H -2.4151 0.2131 0.4933 0.441 -0.389 0.482 0.0536
H 0.2129 0.9241 2.6423 -0.437 0.337 1.114 0.0628
H -3.4221 2.5271 2.2563 0.483 -0.433 0.538 0.0801
H 1.9149 0.9121 -1.4137 0.011 -0.203 -0.130 0.0221
H 2.9029 -1.1599 2.3803 -0.698 0.546 -0.503 0.0685
H 2.2559 -0.7819 -3.0837 -0.053 -0.270 0.379 0.0958
H 3.1079 0.2381 -5.2547 -0.248 0.365 -0.002 0.0681
H 1.3729 0.6441 -3.6267 0.492 -0.004 0.595 0.0871
H 0.2719 -3.0789 4.3933 -0.481 -0.140 0.259 0.0924
H 2.0009 -1.7519 0.2333 -0.441 0.488 0.306 0.0971
H 1.9909 -0.3749 4.5353 0.252 0.088 -0.101 0.0567
H 0.1649 -1.6929 -4.6157 -0.472 0.342 0.180 0.1237
H -3.3581 2.3151 -0.0447 -0.180 -0.366 -0.406 0.0837
H -2.8621 -0.8579 2.5363 0.168 -0.653 -0.549 0.0775
H -1.6681 2.4481 2.4993 0.661 -0.315 -0.381 0.0420
H 1.1399 -0.3199 1.9423 0.999 0.239 -0.674 0.0280
H -2.4081 0.1101 -2.1467 0.246 -0.674 0.694 0.0539
H 1.4719 -4.6869 0.6283 0.029 -0.260 -0.272 0.0768
H 0.3259 -2.4269 0.2353 -0.096 0.041 0.118 0.1151
H -3.7801 0.6731 3.8753 -0.376 0.346 0.945 0.1056
H -0.1141 3.5411 -2.7007 0.730 1.299 0.246 0.0660
H 3.5089 -0.5339 5.2933 0.729 0.485 0.301 0.0759
H -3.3351 2.1531 -4.1697 -1.626 -0.161 0.806 0.0581
H 0.4579 -1.8679 3.2333 -0.015 0.162 -0.513 0.0391
H -0.5091 -0.3369 1.5633 0.404 0.890 0.393 0.0846
H 3.6869 1.6001 -4.2397 0.149 1.382 -0.267 0.0502
H 1.7559 -3.5929 1.8963 0.244 0.252 1.284 0.0357
H -3.8741 1.4531 -1.5627 0.135 -0.199 1.274 0.0950
H -2.6731 2.8821 3.8473 -0.049 -0.228 -0.618 0.0871
H 4.1209 -3.0019 2.7863 -0.619 0.660 0.799 0.1015
H -2.5221 4.1571 -3.4627 -0.910 -0.056 -0.391 0.1071
H 4.3399 0.0041 -4.0797 -0.380 0.282 0.241 0.0800
H 3.0249 -3.8469 0.6613 0.276 -0.028 0.073 0.0751



| no. | strongest force on any atom (eV/Å) |
| --- | --- |
| 1 | 1.77 |
| 2 | 2.49 |
| 3 | 3.99 |
| 4 | 9.03 |